The following is a quantum chemistry calculation of a 2-piece molecular cluster, H4O2 overall in a non-equilibrium geometry, from OMol25.

```
6
Properties=species:S:1:pos:R:3:forces:R:3
O 0.8199 -0.7272 1.2601 -0.76 0.15 -0.17
H 0.2256 -0.0731 0.8299 0.53 -0.71 0.17
H 0.2829 -1.5317 1.3656 0.26 0.55 -0.12
O -0.6694 0.6897 -1.1399 0.67 -0.49 -1.04
H -0.3490 0.5455 -2.0810 -1.00 0.68 1.83
H -1.3636 1.3589 -1.0761 0.31 -0.18 -0.67
```
Forces are in eV/Å.

## Properties
* E_tot: -152.86863 Eh
* multiplicity: 1
* HOMO-LUMO gap: 0.42775 Ha
* SMILES: O.O
* ΔE to the lowest compared entry with this formula, charge and spin: 4.0 kcal per mole
* LUMO energy: 0.6729 eV
* net charge: 0